A cluster of 3 separate species, C31H61N3O8S in total in a non-equilibrium geometry. Source: OMol25; level of theory: the ωB97M-V functional and the def2-TZVPD basis.

```
! RIJCOSX wB97M-V def2-TZVPD def2/J DEFGRID3
* xyz 0 3
C 3.824 0.505 0.401
O 4.085 0.156 -0.958
C 3.118 -0.744 -1.498
C 3.006 -0.446 -3.007
C 1.956 0.649 -3.424
C 1.405 1.549 -2.291
C 0.134 2.272 -2.896
C -0.643 3.183 -1.880
C -1.986 2.584 -1.415
O -2.905 2.625 -2.123
O -2.149 1.990 -0.153
C -1.434 0.769 -0.007
C -2.390 -0.425 0.259
C -3.197 -0.651 -1.057
C -4.405 -1.602 -0.927
N -4.809 -2.230 0.318
O -5.024 -1.843 -1.897
S -0.235 1.014 1.348
C -1.090 1.417 2.900
O 0.633 2.135 1.046
O 0.568 -0.185 1.478
H 4.801 0.792 0.839
H 3.208 1.420 0.421
H 3.416 -0.317 1.007
H 3.552 -1.767 -1.407
H 2.162 -0.773 -0.951
H 2.706 -1.384 -3.508
H 4.006 -0.151 -3.358
H 1.138 0.198 -4.009
H 2.485 1.327 -4.122
H 2.085 2.371 -2.009
H 1.055 1.011 -1.403
H 0.440 2.785 -3.817
H -0.556 1.444 -3.162
H 0.020 3.459 -1.044
H -0.928 4.097 -2.425
H -0.945 0.552 -0.971
H -1.781 -1.331 0.422
H -3.050 -0.239 1.120
H -2.518 -1.034 -1.835
H -3.604 0.324 -1.381
H -4.146 -2.967 0.554
H -4.807 -1.492 1.021
H -2.147 1.682 2.733
H -0.609 2.306 3.334
H -0.975 0.589 3.612
C 9.743 2.256 -3.093
C 8.735 1.294 -3.753
C 7.323 1.552 -3.211
C 7.092 0.995 -1.812
C 7.459 -0.484 -1.758
C 8.888 -0.759 -2.242
N 9.180 -0.118 -3.561
O 8.619 -0.843 -4.491
C 9.888 -0.273 -1.168
C 9.111 -2.276 -2.287
C 8.757 1.717 -5.229
H 9.839 2.139 -2.018
H 10.737 2.136 -3.531
H 9.439 3.293 -3.252
H 6.585 1.098 -3.884
H 7.113 2.624 -3.215
H 7.666 1.567 -1.076
H 6.042 1.115 -1.540
H 7.337 -0.850 -0.736
H 6.744 -1.043 -2.372
H 10.903 -0.220 -1.567
H 9.909 -0.963 -0.322
H 9.630 0.693 -0.738
H 8.393 -2.785 -2.930
H 8.993 -2.707 -1.292
H 10.117 -2.517 -2.639
H 9.729 1.516 -5.684
H 8.566 2.788 -5.315
H 7.992 1.213 -5.819
C -8.461 -3.328 4.791
C -8.344 -1.850 5.215
C -9.730 -1.191 5.231
C -10.265 -0.855 3.843
C -9.248 -0.023 3.067
C -7.870 -0.692 2.991
N -7.375 -1.142 4.327
O -6.941 -0.090 4.968
C -7.940 -1.882 2.006
C -6.890 0.280 2.321
C -7.849 -1.937 6.666
H -8.845 -3.478 3.786
H -7.492 -3.827 4.855
H -9.148 -3.859 5.452
H -9.686 -0.263 5.813
H -10.442 -1.837 5.749
H -10.516 -1.771 3.301
H -11.196 -0.292 3.937
H -9.625 0.161 2.058
H -9.159 0.958 3.547
H -7.067 -2.530 2.104
H -7.963 -1.534 0.973
H -8.838 -2.487 2.116
H -6.817 1.232 2.849
H -7.218 0.514 1.308
H -5.889 -0.153 2.258
H -6.844 -2.361 6.717
H -8.509 -2.581 7.249
H -7.837 -0.967 7.162
*
```

Properties
HOMO energy (alpha / beta)	-0.3100 / -0.3384	Eh
total energy	-64816.1168	eV
frontier orbital gap (alpha / beta)	8.6 / 9.2	eV
M	635.9	g mol⁻¹